69
Properties=species:S:1:pos:R:3:forces:R:3 method="wB97M-V/def2-TZVPD" multiplicity=3 homo_lumo_gap_ev="4.486 / 6.475" e_above_lowest_ev=1.345 total_charge=-2
H 1.1663 4.0918 -0.0608 0.00 0.03 -0.01
C 2.1909 4.3620 -0.2964 0.11 -0.01 0.06
C -3.4023 -5.3797 -0.5611 0.00 0.00 0.00
H 2.3663 5.4133 -0.0706 0.01 -0.01 0.02
H 1.6502 -1.4749 -2.7393 0.03 -0.01 0.02
N -0.0095 -2.1140 -1.2293 0.27 -0.01 0.15
H -1.2940 2.6301 -2.1867 0.01 -0.01 0.01
H 2.8581 3.7443 0.3075 -0.01 -0.01 -0.02
C 1.4102 2.1889 2.2372 0.01 -0.01 0.00
Cl -2.9063 -0.9460 6.3692 -0.01 -0.01 0.00
C 1.8140 1.8671 -1.8479 0.10 0.06 -0.05
N -2.0039 1.2343 -0.8680 -0.23 -0.32 0.03
C 3.7714 1.4875 1.7944 0.01 -0.04 0.03
H -3.7086 -3.2612 -0.8592 0.00 0.01 0.00
C -1.1380 -6.1298 -0.8226 0.01 0.00 0.00
H 4.1091 2.4006 2.2685 0.00 0.00 0.01
C -2.8610 -0.2450 0.8753 0.02 0.08 -0.16
O 1.6986 3.2166 2.8721 -0.04 -0.02 0.03
C -3.0185 0.4477 -0.4795 -0.27 0.81 0.19
H 2.3141 -1.6211 0.1154 0.00 0.01 0.00
C -2.2272 -0.4656 3.7924 0.00 0.02 -0.02
C -0.3638 1.5148 4.4349 0.03 -0.04 -0.05
C -3.3669 2.1695 -2.5745 -0.11 -0.01 -0.11
H -2.7832 -7.4261 -0.3357 0.00 0.00 0.00
H -4.4430 -5.5874 -0.3397 0.00 0.00 0.00
C 2.3780 1.2991 1.6530 -0.04 0.08 0.04
H 4.6193 1.5145 -4.5554 0.00 0.00 0.00
H -2.9459 -1.2310 3.5463 0.00 -0.01 0.00
C 3.8421 1.6066 -3.8070 0.00 0.01 0.01
C -1.2898 -2.3539 -1.4054 -0.31 -0.02 0.03
O 2.4838 4.2267 -1.6910 -0.27 0.04 -0.10
H 0.3000 -4.5892 -1.2799 0.00 0.00 0.00
H 3.2677 -0.4540 -3.8829 0.00 0.00 -0.01
Cl -0.7782 1.3190 7.0952 0.01 0.00 0.01
C -2.4724 -6.4106 -0.5547 0.00 -0.01 0.00
C 2.6295 2.9722 -2.2193 0.20 -0.04 0.05
N 0.3566 -0.7705 -1.3634 0.22 0.15 -0.15
C -2.0029 -0.1154 5.1239 0.02 0.02 0.02
N 1.8749 0.1943 0.9733 -0.04 0.10 -0.20
H -5.0752 -0.0634 -0.6774 -0.03 -0.02 0.00
C -1.0753 0.8604 5.4329 -0.03 -0.02 0.01
C -4.2770 0.5415 -1.0798 0.40 -0.24 0.15
H -0.4046 -6.9285 -0.8145 0.00 0.00 0.00
C 4.6367 0.5221 1.3697 0.00 0.01 0.00
C 2.7485 -0.7521 0.5999 0.01 -0.05 0.01
H 0.3447 2.2920 4.6838 0.00 0.00 0.01
C 2.0818 0.6234 -2.4631 -0.01 -0.03 -0.06
C -2.1676 2.0520 -1.9087 0.27 -0.12 0.07
C 4.1067 -0.6657 0.7859 -0.01 0.01 0.00
N -1.6306 -0.0603 1.4036 -0.49 0.18 -0.14
O -2.1995 -1.5777 -1.7771 0.09 -0.05 0.02
H 5.7076 0.6506 1.4798 0.00 0.00 0.00
C 1.3293 -0.5930 -2.1819 -0.18 0.03 -0.05
O 0.8483 2.0256 -0.9940 -0.56 -0.11 0.03
H -5.4086 1.5060 -2.6220 0.00 -0.05 -0.01
C -0.5714 1.1795 3.0964 -0.06 0.09 0.02
H -3.4606 2.8554 -3.4056 0.00 0.02 0.01
C -0.7377 -4.8285 -1.0904 0.00 0.02 0.02
C -4.4422 1.4027 -2.1417 -0.07 0.04 -0.02
H 4.1923 3.7105 -3.4299 0.00 0.00 0.00
Ti -0.1124 0.7500 0.2130 0.81 -0.17 0.17
C -3.0023 -4.0810 -0.8445 0.01 -0.01 -0.02
H 4.7486 -1.4709 0.4548 -0.01 -0.01 0.00
N 0.0838 1.7294 2.0164 0.04 -0.23 -0.04
O -3.8591 -0.7254 1.4031 0.01 -0.05 -0.06
C -1.6678 -3.7927 -1.1083 0.00 0.01 -0.02
C -1.5185 0.1633 2.7877 0.07 -0.05 0.03
C 3.6044 2.8333 -3.1857 0.02 -0.03 0.03
C 3.0917 0.5157 -3.4303 -0.03 0.02 0.01


70
Properties=species:S:1:pos:R:3:forces:R:3 method="wB97M-V/def2-TZVPD" multiplicity=4 homo_lumo_gap_ev="4.804 / 4.795" e_above_lowest_ev=16.068 total_charge=-2
H 4.8588 -4.7708 -0.1272 0.00 0.00 0.00
O -0.4003 -1.4190 1.7668 -0.11 0.43 0.17
C 0.1141 5.1982 1.1402 -0.03 -0.02 -0.01
V 0.8771 -0.3925 0.6575 0.55 -1.02 -0.33
N -0.6895 1.8219 -1.3144 -0.01 0.07 0.05
H 1.8602 -3.3304 -3.3449 0.00 0.00 0.00
C 2.3366 1.4613 2.7693 0.50 0.56 -0.18
H -0.2136 -2.9274 -4.6128 0.00 0.00 0.00
H 2.2229 0.4950 -2.0563 0.29 0.43 0.05
C 2.2743 -1.9236 0.5603 -0.02 -0.06 -0.14
Cl -1.2876 -4.0554 2.6376 0.01 -0.01 0.00
Cl -2.3693 6.2380 0.8935 0.00 0.02 0.00
C 1.7633 0.6086 -1.0770 -0.84 -0.42 0.23
C -0.4612 2.9513 -0.4515 0.13 0.24 -0.01
Cl 2.6743 4.4554 1.5665 0.12 -0.02 -0.05
C 4.1538 -3.2991 1.2764 0.01 0.01 0.01
C 2.3613 0.9017 1.4119 -1.71 -0.75 -0.03
C -1.4957 -1.3695 2.4423 -0.06 -0.06 0.07
N 0.1731 -1.5855 -1.0445 -0.29 0.22 -0.27
C -3.2737 -2.5582 3.6610 -0.02 -0.01 0.02
C -1.2105 1.7113 -3.5084 0.03 0.04 -0.09
C -0.9388 -1.3048 -1.7258 0.05 -0.07 -0.11
C -2.0933 -2.5494 2.9452 0.01 0.02 0.02
C -3.3991 -0.1669 3.4422 -0.01 -0.03 0.00
Cl -2.9113 3.9849 -1.1334 -0.02 0.00 -0.01
H -2.7027 1.5435 -0.7428 -0.09 0.00 -0.02
N -2.3886 1.3387 -2.8411 0.04 -0.06 0.03
H 3.1622 -4.2154 -1.8248 0.00 -0.01 0.01
C 1.1504 -2.3484 -1.5706 -0.03 -0.01 0.09
C 3.1892 -3.6607 -0.8926 0.01 0.01 -0.01
H -1.8297 -0.4521 -0.0098 0.09 0.01 0.19
C 3.2374 -2.2776 1.5039 0.04 0.04 -0.03
Cl 0.4680 6.5592 2.1529 -0.02 0.04 0.03
H 3.6287 2.9779 -1.4969 0.30 0.94 2.09
H -1.1773 1.7394 -4.5862 0.00 -0.02 0.00
C -1.4121 3.9627 -0.2557 -0.02 -0.06 -0.07
H 4.8848 -3.5584 2.0360 0.00 0.00 0.00
C 1.0428 -2.7844 -2.8900 0.00 -0.02 0.01
H 3.5608 1.5882 4.3833 0.01 0.04 0.00
H 3.2808 -1.7327 2.4428 0.01 0.02 -0.01
C -1.9822 -0.4155 -1.0854 0.02 0.09 -0.07
C 2.2546 -2.6529 -0.6433 -0.05 -0.06 0.03
C -2.2130 -0.1845 2.7317 0.04 0.02 -0.05
H 4.2857 0.9278 2.9868 0.01 0.02 -0.03
H -3.9028 0.7711 3.6273 0.00 0.00 0.00
H 0.7457 2.4206 -2.8461 0.00 0.03 -0.03
Cl -5.4209 -1.3581 4.8092 0.00 0.00 0.00
Cl 2.5839 1.7180 -0.0130 0.83 -1.95 3.17
C -3.3469 -0.9799 -1.4135 -0.03 0.00 0.08
C 4.1393 -3.9820 0.0652 0.00 0.00 -0.02
H -4.5731 -1.8831 -2.8690 0.00 0.00 0.00
C 0.8226 3.1154 0.1070 -0.72 -0.04 -0.37
O 1.3486 1.7445 3.4285 0.00 -0.06 0.01
Cl -1.5588 1.3115 2.1559 0.04 -0.03 -0.07
H 3.4190 2.9702 -0.3298 1.15 1.50 -4.39
C -1.1472 5.0498 0.5813 0.10 0.00 0.03
H -4.1489 -0.8526 -0.6955 0.01 0.00 0.00
C -0.2431 2.0378 -2.6614 -0.05 -0.06 0.12
H -2.7254 -2.3931 -4.4583 0.00 -0.01 0.01
C -3.9204 -1.3601 3.9047 0.01 0.00 -0.01
C -1.9881 1.1085 -1.4406 0.09 0.02 -0.01
N 3.5965 1.5502 3.3750 -0.05 -0.05 0.02
C -2.5167 -1.8716 -3.5317 0.01 0.00 -0.01
H 3.7802 1.1113 -0.3882 0.00 0.17 -0.24
H -2.8277 0.5091 -3.2253 -0.02 0.03 -0.02
C -1.2069 -1.8880 -3.0068 -0.01 0.02 0.03
C 1.0795 4.2381 0.8510 -0.29 -0.11 0.13
H -3.6826 -3.4930 4.0169 0.00 0.00 0.00
C -0.1110 -2.5477 -3.6007 0.01 0.00 -0.03
C -3.5605 -1.5767 -2.6148 -0.03 -0.01 0.01


74
Properties=species:S:1:pos:R:3:forces:R:3 method="wB97M-V/def2-TZVPD" homo_lumo_gap_ev=8.269 smiles="O=S1(=O)OC[C@@](F)(C(F)(F)F)O1.O=C1C=CC(=O)C=C1.O=C1C=CC(=O)C=C1.O=C1C=CC(=O)C=C1.O=C1C=CC(=O)C=C1.O=C1C=CC(=O)C=C1"
C 1.9115 2.3898 -1.5902 -0.06 -0.01 0.03
H 3.6421 1.9761 -0.3071 0.00 0.03 0.00
C -5.9571 0.6223 1.7599 0.05 0.00 -0.02
C -4.4803 0.6388 1.9202 -0.08 0.03 -0.01
C -0.2783 1.7366 -0.6947 -0.02 0.01 0.03
C 5.9889 0.0446 0.2619 0.03 -0.02 0.00
H 7.3815 1.2499 -0.9232 -0.02 0.01 0.03
H 0.4964 -1.4039 6.4295 0.26 -0.23 0.05
C 6.9854 0.2480 -0.8179 0.03 -0.01 -0.03
C 5.4281 -1.3187 0.4307 -0.01 -0.03 -0.01
C -1.3179 2.7159 -7.1107 -0.02 0.00 -0.04
H -3.3169 -6.7165 0.8809 -0.02 0.01 -0.03
C 6.8012 -2.1197 -1.4387 0.00 0.01 0.00
C -3.3499 -4.7308 -0.0513 0.04 -0.01 0.08
O -3.4790 0.0227 -1.4285 0.05 -0.02 -0.01
O -6.6957 0.8006 2.7025 -0.05 0.01 0.03
C -2.0259 -5.3914 1.9125 -0.03 -0.03 -0.01
O -0.2659 0.7375 1.4419 -0.05 -0.12 -0.02
C 2.5645 1.8835 -0.3575 0.08 0.00 -0.01
O -0.9649 -1.1781 5.0680 0.13 0.55 -0.45
H 4.7031 -1.4445 1.2249 0.00 0.03 0.01
C -3.6733 0.4422 0.8801 -0.03 -0.02 -0.02
H 2.3122 0.9742 1.5362 -0.01 0.02 0.01
C -5.6914 0.1804 -0.6388 -0.04 0.00 -0.06
H -3.1170 -2.6439 -0.7000 -0.03 -0.06 -0.04
C 0.9121 1.6943 5.0376 0.34 -0.10 -0.02
O -0.9859 0.9259 6.2766 -0.27 -0.80 0.15
C -6.4991 0.3770 0.3985 -0.01 -0.01 -0.04
F 1.1629 0.6235 7.0398 -0.45 0.22 0.64
O 7.1445 -3.0328 -2.1547 0.01 -0.05 -0.03
C 0.4328 2.2741 -1.6820 0.04 0.02 -0.04
F 2.0231 1.2163 4.4448 -0.08 0.02 -0.02
F 0.0619 2.0776 4.0971 0.10 -0.06 0.15
H 1.1437 -1.0935 4.8156 -0.18 0.02 -0.59
H -1.6836 -6.0978 2.6580 0.01 0.02 0.02
C 0.3550 -0.8496 5.5075 -0.49 -0.30 0.72
O -0.6719 -3.7015 2.8567 0.10 -0.12 0.15
F 1.2712 2.7502 5.7720 -0.23 -0.01 -0.23
H 2.5835 2.7507 -6.5119 0.00 0.00 -0.03
O 2.5674 2.8790 -2.4868 -0.07 -0.01 -0.07
H 8.0860 -0.6283 -2.4006 0.00 -0.04 -0.01
O -4.1418 -5.0317 -0.9158 -0.04 -0.03 -0.03
H -6.0637 -0.0019 -1.6391 0.04 0.00 -0.01
C 0.6923 2.9503 -5.5813 0.07 0.00 0.05
C -1.9184 -3.0329 0.9923 -0.02 0.12 -0.06
H 1.0618 3.1189 -4.5768 0.06 0.02 -0.02
C 0.3250 0.5935 5.9722 1.16 0.62 -0.60
C 5.8033 -2.3219 -0.3573 -0.04 0.02 0.04
H 5.4063 -3.3234 -0.2516 0.02 -0.02 -0.03
C -0.5058 2.5190 -8.1454 -0.04 0.01 0.03
H -1.4968 -2.0374 1.0735 0.01 -0.01 0.04
S -1.9962 -0.0300 5.4087 -2.08 0.26 -0.49
H -2.3959 2.7174 -7.2095 -0.01 0.00 0.04
C 1.5059 2.7527 -6.6142 -0.02 0.00 0.01
C -4.2170 0.2019 -0.4789 0.03 0.00 0.11
C 7.3614 -0.7547 -1.6065 0.00 0.05 0.02
C -2.8981 -5.7217 0.9627 0.05 0.02 0.05
O -2.4251 0.7062 4.2731 1.09 0.02 -0.27
H -1.3556 1.6413 -0.7458 0.00 -0.04 -0.03
C -0.7801 2.9461 -5.7473 0.00 0.00 -0.01
O -3.0630 -0.5544 6.1767 0.77 -0.22 0.95
H -2.5934 0.4502 0.9781 0.00 0.01 0.05
C 1.8531 1.3473 0.6288 0.03 -0.03 0.04
H -0.0315 2.6470 -2.5876 -0.03 0.01 0.02
C -2.7885 -3.3608 0.0435 -0.04 0.13 -0.12
O -1.5159 3.1234 -4.7991 -0.02 -0.01 0.06
O 5.6431 0.9597 0.9796 -0.08 0.03 0.00
O 1.7083 2.3442 -8.9236 0.02 -0.01 -0.05
H -4.1047 0.8193 2.9183 -0.05 -0.02 -0.05
H -0.8750 2.3483 -9.1485 0.04 0.00 -0.02
C -1.4693 -4.0179 1.9999 0.01 0.07 -0.02
H -7.5776 0.3677 0.3044 0.00 0.00 0.04
C 0.3773 1.2309 0.5375 0.03 0.04 -0.04
C 0.9708 2.5224 -7.9797 0.01 0.00 0.02


67
Properties=species:S:1:pos:R:3:forces:R:3 method="wB97M-V/def2-TZVPD" homo_lumo_gap_ev=4.221 e_above_lowest_ev=0.931 total_charge=-1
C -1.0060 -0.6628 6.4466 0.03 -0.04 0.08
C -2.6173 0.8213 4.7463 0.01 -0.06 -0.07
C -0.6636 4.0650 0.2336 -0.45 0.18 -0.22
C -1.3035 -3.1581 -3.0382 0.27 0.34 0.03
C -1.9059 3.5295 -0.2825 0.23 -0.28 0.14
C -2.5631 5.9202 -0.5603 0.05 -0.21 -0.05
C 1.0559 -1.6263 -3.1517 -1.44 -0.51 0.21
H 1.5313 -2.7069 0.2575 0.00 0.06 -0.03
N -1.6432 0.9675 2.0313 -0.09 -0.28 0.42
N 3.4730 -1.2633 -3.6871 -0.31 -0.29 -0.08
H -3.3122 6.6311 -0.8862 -0.04 -0.02 0.01
N 2.4484 0.2293 -2.4127 -0.69 -0.44 -0.13
C 0.9566 -2.8495 -3.8434 0.31 0.36 0.14
H 6.3375 2.6728 -1.9494 -0.01 0.00 0.01
H -3.3066 -3.1461 -1.1576 0.01 0.02 -0.02
H 0.9059 0.4090 -1.9770 -0.45 0.33 0.44
C 3.7575 0.6087 -2.5497 0.41 -0.10 -0.19
H -4.1032 -1.5705 -0.9444 0.03 0.00 -0.04
C 4.4386 1.7027 -2.0265 0.05 0.05 0.00
O -0.0507 0.0843 -1.8675 -0.01 -0.93 -0.67
H 6.2750 -0.9170 -4.3042 0.03 0.02 0.01
H 3.6138 -2.0837 -4.2476 0.01 0.01 0.01
H -2.1813 -3.7806 -2.9710 0.00 0.03 -0.05
C 2.2918 -0.8939 -3.0908 1.04 0.87 0.13
C -1.6515 -0.0272 4.2048 0.11 -0.05 0.28
N -2.2827 2.2820 -0.4514 -0.12 -0.10 -0.25
C 4.4281 -0.3258 -3.3589 -0.17 0.29 0.23
C 5.7802 1.8314 -2.3403 -0.10 0.15 0.12
C -0.0864 -1.1347 -2.4636 1.24 0.57 -0.21
C 5.7695 -0.1945 -3.6756 0.24 0.00 -0.07
H -3.5281 1.5853 6.5257 0.00 0.01 -0.01
H 0.7950 -0.5456 1.2093 -0.18 0.03 -0.08
C -0.4082 5.4146 0.3477 -0.06 -0.06 0.00
Cl -4.3428 4.0799 -1.3500 -0.31 -0.04 -0.15
C 6.4371 0.9035 -3.1522 -0.09 -0.27 -0.16
O -2.2512 -1.4352 -1.6743 0.01 0.30 0.04
C -1.1853 -3.7728 1.9605 -0.08 -0.03 0.04
H -1.1398 7.4179 0.0626 -0.01 -0.01 0.01
H -3.9280 -2.2520 -2.5838 0.04 -0.02 0.01
C -1.9657 0.1875 6.9758 0.05 0.01 0.01
C -1.4327 -0.0745 2.7339 -0.09 0.46 -0.30
C -3.4616 -2.1562 -1.5983 -0.13 0.01 0.16
H -2.0722 0.2881 8.0490 -0.03 -0.03 0.00
H 1.7884 -3.2143 -4.4301 -0.03 -0.09 0.02
C -1.3501 6.3606 -0.0342 0.11 0.26 0.04
C 0.1908 -1.4384 1.3595 0.16 0.10 0.17
C -0.0578 -3.8268 1.1487 0.04 0.03 -0.09
C -0.9472 -1.3747 2.1657 -0.01 -0.11 0.05
H -3.2309 1.3970 4.0660 0.04 0.04 -0.02
H 3.9256 2.4183 -1.3979 -0.02 0.00 0.00
Cl 0.6208 2.9725 0.6543 0.57 0.18 0.14
H 0.5539 5.7275 0.7352 0.00 -0.01 0.01
H -1.7158 -4.6844 2.2109 -0.01 0.01 -0.03
C -1.2435 -1.9319 -2.3952 -0.38 -0.25 0.01
H 7.4857 1.0404 -3.3810 0.00 0.01 0.01
H 0.2899 -4.7757 0.7586 0.00 0.00 0.00
H -0.3622 -1.2335 7.1059 -0.01 0.00 0.01
H -2.4877 -2.5200 3.1181 -0.01 -0.01 0.01
C -0.8553 -0.7785 5.0734 -0.14 0.14 -0.06
Br -0.3357 -5.2130 -4.7407 0.06 0.14 0.10
C -2.7739 0.9229 6.1181 -0.03 0.04 0.04
Pt -1.2881 0.7450 0.1355 0.03 -0.28 0.30
H -0.0970 -1.4373 4.6691 0.01 -0.02 -0.02
C 0.6307 -2.6594 0.8583 -0.05 -0.11 -0.12
C -2.8206 4.5775 -0.6828 0.34 0.18 0.16
C -0.2024 -3.5661 -3.7755 -0.06 -0.60 -0.32
C -1.6202 -2.5625 2.4711 0.05 0.06 -0.17